# 1
Formula: C3H4FP
Source: the Open Molecules 2025 dataset
Level of theory: wB97M-V/def2-TZVPD

Summary:
spin multiplicity	1
largest force on an atom	3.7	eV Å⁻¹
HOMO-LUMO gap (spin up / spin down)	7.186 / 7.192	eV
charge	0
energy above the lowest of the compared OMol25 structures with the same formula, charge and spin	296.8	kJ/mol

The geometry in XYZ format:
```
9
Properties=species:S:1:pos:R:3:nbo_charge:R:1
C -0.224 0.656 -1.213 -0.316
C 0.623 0.323 -0.404 0.044
C 1.503 -0.239 0.643 -0.708
F -2.879 0.077 0.981 -0.593
P -2.965 -0.380 -0.569 0.595
H -1.012 0.939 -1.813 0.228
H 2.581 0.078 0.454 0.255
H 1.497 -1.352 0.443 0.239
H 0.877 -0.103 1.478 0.255
```

# 2
Formula: C4H9N3S
Source: the Open Molecules 2025 dataset
Level of theory: wB97M-V/def2-TZVPD

Summary:
spin multiplicity	1
SMILES	NCC1=NCCSN1
largest force on an atom	2.7	eV Å⁻¹
HOMO-LUMO gap	8.835	eV
charge	0
energy above the lowest of the compared OMol25 structures with the same formula, charge and spin	78.5	kJ/mol

The geometry in XYZ format:
```
17
Properties=species:S:1:pos:R:3:nbo_charge:R:1
N 2.566 -0.814 0.348 -0.862
C 1.902 0.253 -0.378 -0.267
C 0.365 0.189 -0.260 0.428
N -0.322 1.221 -0.123 -0.502
C -1.799 1.164 -0.153 -0.251
C -2.365 -0.094 0.481 -0.569
S -1.654 -1.550 -0.296 0.392
N -0.022 -1.129 -0.235 -0.813
H 2.959 -0.598 1.238 0.374
H 3.303 -1.238 -0.219 0.371
H 2.143 1.260 -0.037 0.206
H 2.120 0.212 -1.451 0.207
H -2.146 2.086 0.300 0.206
H -2.097 1.139 -1.225 0.200
H -2.173 -0.167 1.519 0.212
H -3.427 -0.143 0.309 0.232
H 0.646 -1.792 0.182 0.437
```

# 3
Formula: C10H23RuS5
Source: the Open Molecules 2025 dataset
Level of theory: wB97M-V/def2-TZVPD

Summary:
spin multiplicity	6
largest force on an atom	6.0	eV Å⁻¹
⟨S²⟩	8.813
HOMO-LUMO gap (spin up / spin down)	4.350 / 4.246	eV
charge	+2
energy above the lowest of the compared OMol25 structures with the same formula, charge and spin	754.0	kJ/mol

The geometry in XYZ format:
```
39
Properties=species:S:1:pos:R:3:nbo_charge:R:1
Ru -0.091 -13.005 -2.015 0.482
C 2.144 -10.151 -2.367 -0.207
C 1.883 -8.961 -2.944 -0.352
S 0.662 -11.468 -3.617 0.199
C 1.966 -12.573 -4.155 -0.653
C 2.329 -14.107 -3.836 -0.585
S 1.370 -14.826 -2.512 0.304
C 2.033 -10.760 -8.243 -0.311
C 2.690 -11.636 -7.525 -0.464
S -0.364 -14.767 3.681 -0.094
C 3.610 -8.360 -0.327 -0.388
C 2.256 -8.283 -0.170 -0.332
S 1.740 -13.704 -0.519 -0.154
H 1.739 -10.377 -1.391 0.220
H 3.033 -10.704 -2.673 0.237
H 2.487 -7.998 -2.919 0.276
H 0.908 -8.674 -3.337 0.233
H 2.899 -11.988 -4.170 0.256
H 1.917 -12.566 -5.248 0.280
H 3.378 -14.199 -3.490 0.278
H 2.160 -14.763 -4.734 0.285
H 1.369 -11.196 -9.002 0.205
H 1.970 -9.771 -8.082 0.198
H 2.329 -12.575 -7.289 0.153
H 3.789 -11.872 -7.436 0.227
H 4.335 -8.702 0.424 0.247
H 4.206 -7.682 -1.007 0.203
H 1.748 -7.353 -0.170 0.224
H 1.657 -9.133 -0.167 0.157
H -0.674 -13.447 3.887 0.099
C -2.796 -13.629 -0.349 -0.657
S -1.992 -13.737 -2.055 0.495
C -2.739 -13.712 -3.715 -0.681
H -3.741 -13.179 -0.552 0.259
H -2.147 -13.097 0.380 0.279
H -2.846 -14.700 -0.035 0.278
H -2.847 -14.735 -3.969 0.263
H -2.018 -13.197 -4.347 0.266
H -3.710 -13.228 -3.646 0.274
```

# 4
Formula: C24H43N2OP3SSn
Source: the Open Molecules 2025 dataset
Level of theory: wB97M-V/def2-TZVPD

Summary:
spin multiplicity	1
largest force on an atom	3.7	eV Å⁻¹
HOMO-LUMO gap	3.683	eV
charge	+4
energy above the lowest of the compared OMol25 structures with the same formula, charge and spin	0.0	kJ/mol

The geometry in XYZ format:
```
75
Properties=species:S:1:pos:R:3:lowdin_charge:R:1
Sn 0.412 -0.006 -0.400 1.117
P 2.306 1.458 -1.348 0.740
P -0.980 2.184 0.395 0.801
P 1.004 -2.451 0.474 0.782
H -4.849 -0.361 -1.680 0.065
C -4.364 -1.243 -1.254 -0.055
C -4.349 -1.462 0.070 -0.082
H -4.863 -0.792 0.767 0.063
C 1.799 2.352 -2.846 -0.191
C 2.811 2.724 -0.147 -0.217
C 3.814 0.569 -1.805 -0.190
C -2.611 1.732 1.043 -0.198
C -0.320 3.255 1.721 -0.180
C -1.351 3.387 -0.923 -0.198
C -0.497 -3.089 1.287 -0.205
C 2.286 -2.676 1.753 -0.196
C 1.397 -3.627 -0.855 -0.187
H -3.901 -1.945 -1.955 0.051
H -3.862 -2.347 0.492 0.042
H 2.547 2.159 -3.629 0.089
H 1.761 3.434 -2.644 0.085
H 0.807 2.040 -3.217 0.034
H 3.855 3.004 -0.353 0.099
H 2.768 2.322 0.876 0.011
H 2.167 3.611 -0.207 0.064
H 4.159 0.922 -2.788 0.085
H 3.615 -0.509 -1.865 0.057
H 4.597 0.751 -1.055 0.082
H -3.227 2.642 1.031 0.097
H -2.519 1.370 2.076 0.052
H -3.088 0.954 0.433 0.034
H -0.792 4.242 1.609 0.099
H 0.771 3.370 1.652 0.041
H -0.570 2.850 2.712 0.055
H -1.943 4.193 -0.467 0.095
H -1.938 2.915 -1.721 0.079
H -0.431 3.812 -1.350 0.053
H -0.472 -4.188 1.296 0.097
H -1.392 -2.753 0.743 0.044
H -0.551 -2.720 2.320 0.054
H 2.391 -3.748 1.986 0.107
H 1.997 -2.138 2.668 0.053
H 3.254 -2.299 1.394 0.066
H 1.269 -4.656 -0.489 0.101
H 2.438 -3.485 -1.182 0.080
H 0.734 -3.471 -1.722 0.035
C -0.256 -1.145 -3.686 -0.282
C 0.186 -0.473 -4.831 -0.007
C 0.239 -1.194 -6.029 -0.015
C -0.134 -2.545 -6.054 -0.016
C -0.607 -3.175 -4.901 -0.017
C -0.681 -2.471 -3.693 -0.031
O -0.361 -0.439 -2.468 -0.195
H 0.042 0.472 -2.597 0.025
H 0.457 0.587 -4.798 0.109
H 0.572 -0.696 -6.943 0.138
H -0.062 -3.111 -6.987 0.139
H -0.923 -4.219 -4.938 0.136
H -1.076 -2.937 -2.792 0.112
N 2.758 0.828 2.321 0.066
C 1.642 0.753 3.118 -0.717
N 0.607 -0.025 2.882 0.039
C -0.375 0.143 3.853 -0.333
C -1.664 -0.427 3.852 -0.051
C -2.542 -0.097 4.887 -0.041
C -2.149 0.784 5.913 -0.019
C -0.894 1.406 5.876 -0.045
C -0.024 1.095 4.842 -0.457
S 1.541 1.807 4.500 1.166
H 3.556 1.281 2.752 0.123
H 2.940 0.030 1.719 0.071
H -1.938 -1.105 3.038 0.094
H -3.547 -0.529 4.900 0.129
H -2.829 0.987 6.743 0.135
H -0.565 2.127 6.621 0.132
```

# 5
Formula: C33H84As3O6PRbSSbSe3Si3Te
Source: the Open Molecules 2025 dataset
Level of theory: wB97M-V/def2-TZVPD

Summary:
spin multiplicity	1
largest force on an atom	0.9	eV Å⁻¹
HOMO-LUMO gap	4.105	eV
charge	-2

The geometry in XYZ format:
```
137
Properties=species:S:1:pos:R:3:nbo_charge:R:1
Rb 0.415 0.022 0.984 0.858
Se -1.563 2.218 5.240 -0.759
Se -2.194 3.860 3.674 -0.278
Te -1.367 3.241 1.286 0.008
Se -0.346 5.363 0.481 -0.838
C -3.477 -4.401 -2.102 -0.951
As -1.618 -4.019 -1.585 0.839
C -1.782 -2.075 -1.532 -0.956
C -1.839 -4.317 0.361 -0.713
C -1.015 -5.465 0.958 -0.075
C -1.274 -5.505 2.464 -0.618
C 0.482 -5.249 0.703 -0.753
As 1.181 -3.468 1.286 0.909
C 2.303 -3.208 -0.306 -0.962
C 2.571 -4.139 2.488 -0.951
C -1.479 -6.779 0.319 -0.700
As -0.429 -8.392 0.744 0.866
C 0.824 -8.351 -0.769 -0.951
C -1.697 -9.635 -0.103 -0.953
H -3.683 -5.464 -1.970 0.213
H -3.623 -4.141 -3.151 0.222
H -4.169 -3.820 -1.493 0.214
H -2.555 -1.754 -0.833 0.242
H -2.003 -1.699 -2.524 0.231
H -0.843 -1.619 -1.218 0.240
H -2.905 -4.474 0.561 0.211
H -1.562 -3.376 0.845 0.245
H -0.891 -4.601 2.946 0.220
H -0.788 -6.367 2.929 0.208
H -2.345 -5.561 2.670 0.201
H 0.694 -5.349 -0.365 0.226
H 1.059 -6.022 1.227 0.209
H 2.894 -4.109 -0.491 0.200
H 2.957 -2.348 -0.177 0.261
H 1.656 -3.023 -1.168 0.225
H 3.148 -4.923 1.994 0.196
H 2.103 -4.544 3.388 0.214
H 3.212 -3.304 2.754 0.263
H -1.487 -6.689 -0.774 0.213
H -2.506 -6.996 0.636 0.213
H 1.683 -7.728 -0.530 0.231
H 0.338 -7.956 -1.661 0.216
H 1.168 -9.367 -0.963 0.213
H -2.598 -9.709 0.506 0.219
H -1.246 -10.624 -0.180 0.215
H -1.969 -9.286 -1.100 0.210
C -3.764 4.805 -1.846 -1.139
Si -2.726 4.040 -3.198 1.354
C -3.552 4.387 -4.865 -1.129
C -1.032 4.828 -3.268 -1.156
Sb -2.425 1.549 -2.640 -0.111
Si -4.906 0.968 -2.625 1.296
C -5.378 0.988 -0.811 -1.139
C -5.138 -0.793 -3.265 -1.121
C -6.133 2.051 -3.560 -1.124
Si -2.007 0.838 -5.056 1.287
C -1.655 -1.012 -5.146 -1.126
C -3.367 1.142 -6.332 -1.123
C -0.451 1.689 -5.687 -1.121
H -3.968 5.851 -2.087 0.225
H -3.225 4.778 -0.900 0.288
H -4.716 4.290 -1.716 0.219
H -3.884 5.428 -4.868 0.224
H -4.412 3.757 -5.064 0.228
H -2.843 4.262 -5.683 0.222
H -1.107 5.814 -3.732 0.221
H -0.326 4.232 -3.846 0.222
H -0.642 4.947 -2.256 0.298
H -4.628 0.449 -0.233 0.263
H -6.359 0.539 -0.642 0.216
H -5.391 2.007 -0.424 0.245
H -4.380 -1.464 -2.868 0.237
H -5.085 -0.840 -4.353 0.225
H -6.117 -1.169 -2.957 0.223
H -6.067 3.094 -3.261 0.238
H -7.142 1.694 -3.332 0.223
H -5.992 2.004 -4.638 0.227
H -2.500 -1.612 -4.814 0.228
H -0.791 -1.280 -4.540 0.247
H -1.441 -1.277 -6.185 0.218
H -4.343 0.809 -5.986 0.227
H -3.120 0.576 -7.234 0.218
H -3.455 2.192 -6.599 0.235
H 0.406 1.400 -5.082 0.241
H -0.534 2.773 -5.647 0.234
H -0.258 1.399 -6.723 0.218
C -2.350 -1.170 3.264 -0.822
S -2.414 0.399 2.388 1.289
C -4.155 0.702 2.665 -0.826
O -2.281 0.002 0.927 -1.061
H -2.516 -0.975 4.320 0.252
H -1.355 -1.594 3.123 0.231
H -3.100 -1.834 2.839 0.212
H -4.294 0.844 3.733 0.258
H -4.713 -0.141 2.263 0.209
H -4.396 1.625 2.140 0.259
C 2.936 0.591 -2.925 -0.737
C 1.703 1.091 -2.227 0.641
C 1.782 2.438 -1.572 -0.738
O 0.690 0.420 -2.181 -0.609
H 3.333 1.349 -3.601 0.210
H 2.716 -0.328 -3.465 0.218
H 3.676 0.402 -2.149 0.274
H 2.237 3.169 -2.243 0.217
H 2.438 2.343 -0.702 0.273
H 0.807 2.794 -1.249 0.253
C 1.952 1.563 4.046 -0.643
C 3.447 1.463 3.783 0.273
C 4.125 2.806 4.019 -0.613
C 4.089 0.382 4.639 -0.642
O 3.664 1.211 2.369 -0.858
P 3.467 -0.186 1.605 2.579
O 2.410 -1.010 2.267 -1.221
O 3.288 0.165 0.162 -1.219
O 4.849 -1.000 1.838 -0.851
C 6.076 -0.793 1.119 0.273
C 5.986 -1.484 -0.236 -0.633
C 6.395 0.689 0.956 -0.644
C 7.134 -1.467 1.987 -0.611
H 1.754 1.928 5.055 0.228
H 1.480 0.588 3.947 0.223
H 1.477 2.259 3.352 0.239
H 4.018 3.101 5.063 0.201
H 3.666 3.572 3.395 0.230
H 5.185 2.743 3.775 0.193
H 3.908 0.615 5.689 0.205
H 5.165 0.337 4.469 0.196
H 3.662 -0.594 4.421 0.237
H 5.177 -1.055 -0.820 0.243
H 5.788 -2.548 -0.100 0.205
H 6.926 -1.368 -0.780 0.192
H 5.609 1.200 0.406 0.247
H 7.335 0.797 0.409 0.194
H 6.497 1.170 1.928 0.213
H 6.882 -2.517 2.136 0.210
H 7.183 -0.984 2.962 0.210
H 8.115 -1.404 1.512 0.193
```

# 6
Formula: C6H16O2
Source: the Open Molecules 2025 dataset
Level of theory: wB97M-V/def2-TZVPD

Summary:
spin multiplicity	1
SMILES	C/C=C(\C)CC.O.O
largest force on an atom	0.9	eV Å⁻¹
HOMO-LUMO gap	9.354	eV
charge	0
energy above the lowest of the compared OMol25 structures with the same formula, charge and spin	62.1	kJ/mol

The geometry in XYZ format:
```
24
Properties=species:S:1:pos:R:3:nbo_charge:R:1
C 2.258 -1.846 -1.008 -0.652
C 1.146 -1.042 -1.635 -0.204
C 0.671 0.070 -1.084 0.024
C 1.271 0.651 0.175 -0.666
C -0.326 0.951 -1.804 -0.426
C -1.385 1.615 -0.913 -0.613
H 1.955 -2.268 -0.045 0.213
H 3.160 -1.268 -0.775 0.210
H 2.588 -2.659 -1.645 0.215
H 0.771 -1.461 -2.556 0.197
H 2.137 1.242 -0.139 0.221
H 0.570 1.360 0.614 0.219
H 1.619 -0.089 0.893 0.224
H 0.288 1.714 -2.299 0.205
H -0.824 0.417 -2.608 0.210
H -2.246 1.911 -1.517 0.211
H -1.730 0.903 -0.165 0.205
H -1.027 2.535 -0.462 0.206
O -0.416 -1.385 3.189 -0.942
H -0.809 -0.512 3.283 0.477
H -0.296 -1.442 2.239 0.465
O -2.733 0.211 2.664 -0.948
H -3.489 0.266 2.071 0.477
H -3.152 0.126 3.526 0.474
```

# 7
Formula: C36H54IN3O2RuSSi2Te
Source: the Open Molecules 2025 dataset
Level of theory: wB97M-V/def2-TZVPD

Summary:
spin multiplicity	6
largest force on an atom	1.4	eV Å⁻¹
⟨S²⟩	8.771
HOMO-LUMO gap (spin up / spin down)	5.877 / 5.984	eV
charge	-1
energy above the lowest of the compared OMol25 structures with the same formula, charge and spin	68.5	kJ/mol

The geometry in XYZ format:
```
101
Properties=species:S:1:pos:R:3:lowdin_spin:R:1
Ru -0.386 0.330 -0.482 3.389
C -6.378 3.467 1.367 0.000
Si -4.909 2.358 1.827 0.003
C -5.390 1.262 3.303 0.000
C -3.470 3.446 2.336 0.005
C -4.652 1.085 0.448 0.012
C -5.657 0.158 0.211 0.001
C -5.421 -0.979 -0.552 0.009
C -4.116 -1.218 -0.938 0.005
N -3.137 -0.334 -0.787 0.068
C -3.417 0.858 -0.222 0.026
S -2.219 2.086 -0.425 0.200
H -6.628 4.141 2.189 0.000
H -7.269 2.882 1.128 0.000
H -6.132 4.076 0.495 0.000
H -5.675 1.842 4.184 0.000
H -4.542 0.629 3.578 0.000
H -6.225 0.604 3.051 0.000
H -3.646 3.879 3.326 0.000
H -3.324 4.258 1.624 0.001
H -2.535 2.887 2.371 0.001
H -6.645 0.321 0.634 0.000
H -6.205 -1.684 -0.790 0.001
H -3.852 -2.160 -1.406 0.000
C 3.710 2.907 -1.476 0.002
N 3.959 1.701 -0.698 0.004
C 5.310 1.170 -0.689 0.001
C 2.961 0.872 -0.452 0.031
N 2.109 0.127 -0.209 0.062
H 4.255 3.741 -1.031 0.000
H 2.642 3.112 -1.446 0.000
H 4.026 2.777 -2.516 0.000
H 5.997 1.940 -0.337 0.000
H 5.625 0.852 -1.689 0.000
H 5.363 0.314 -0.020 0.000
C -1.500 -0.557 -3.953 0.030
Si 0.010 -0.647 -2.761 0.181
C 0.164 -2.589 -2.393 0.035
C 0.537 -3.420 -3.622 0.007
C 1.198 -2.832 -1.286 0.016
C -1.188 -3.081 -1.872 0.009
C 1.472 -0.055 -3.942 0.027
C 1.456 1.477 -3.873 0.010
C 1.278 -0.492 -5.396 0.006
C 2.851 -0.537 -3.483 0.001
H -1.473 -1.344 -4.713 0.004
H -1.544 0.406 -4.467 0.000
H -2.422 -0.661 -3.385 0.000
H 1.530 -3.156 -3.991 0.000
H -0.181 -3.274 -4.432 0.000
H 0.548 -4.487 -3.361 0.003
H 2.193 -2.486 -1.575 0.000
H 1.260 -3.902 -1.048 0.000
H 0.911 -2.297 -0.378 0.012
H -1.947 -3.040 -2.657 0.000
H -1.523 -2.462 -1.035 0.007
H -1.113 -4.118 -1.520 0.000
H 0.525 1.877 -4.284 0.000
H 2.291 1.911 -4.440 0.000
H 1.526 1.814 -2.835 0.006
H 0.328 -0.139 -5.798 0.000
H 1.301 -1.580 -5.478 0.000
H 2.083 -0.091 -6.026 0.002
H 3.041 -0.258 -2.448 0.000
H 3.636 -0.092 -4.110 0.000
H 2.946 -1.622 -3.565 0.000
I 4.667 7.537 3.137 0.000
C 3.339 6.031 2.476 0.000
C 2.990 5.977 1.138 0.000
C 2.115 4.986 0.714 0.000
C 1.619 4.044 1.605 0.005
C 1.969 4.134 2.948 0.000
C 2.830 5.126 3.393 0.000
C 0.710 2.904 1.158 0.006
O 0.051 2.368 2.062 0.023
O 0.738 2.614 -0.074 0.079
H 3.385 6.703 0.440 0.000
H 1.794 4.954 -0.319 0.000
H 1.538 3.415 3.633 0.000
H 3.088 5.199 4.441 0.000
C 1.889 -6.344 3.534 0.001
C 1.282 -5.005 3.203 0.007
C 2.070 -3.863 3.152 0.000
C 1.537 -2.616 2.842 0.014
C 2.438 -1.414 2.891 0.018
C 0.174 -2.503 2.543 0.062
Te -0.674 -0.596 1.981 0.538
C -0.644 -3.631 2.665 0.015
C -2.132 -3.542 2.455 0.021
C -0.079 -4.863 2.981 0.000
H 2.965 -6.332 3.361 0.000
H 1.449 -7.139 2.932 0.000
H 1.720 -6.588 4.586 0.000
H 3.130 -3.944 3.369 0.000
H 3.467 -1.705 3.106 0.001
H 2.104 -0.730 3.675 0.006
H 2.413 -0.872 1.950 0.005
H -2.369 -3.419 1.395 0.003
H -2.543 -2.680 2.982 0.011
H -2.627 -4.445 2.814 0.001
H -0.724 -5.734 3.053 0.000
```

Question: Which of these has the highest largest force on an atom?
Answer: C10H23RuS5

Question: Which value of largest force on an atom does entry 1 give?
Answer: 3.7 eV Å⁻¹